Formula: C38H47N5O7S2
Source: the Open Molecules 2025 dataset
Level of theory: the ωB97M-V functional and the def2-TZVPD basis

Last column: Mulliken charge in e.
Atoms and positions in Å:
C  -8.71  -3.33  0.50  -0.96
O  -8.07  -2.09  0.28  -0.48
C  -6.71  -2.06  0.18  0.97
C  -6.16  -0.80  -0.02  1.79
C  -4.76  -0.68  -0.14  -0.47
N  -4.24  0.55  -0.35  -0.61
C  -2.94  0.68  -0.46  -0.25
C  -2.04  -0.40  -0.35  1.05
C  -2.52  -1.66  -0.14  0.98
C  -3.94  -1.84  -0.04  0.09
C  -4.53  -3.09  0.17  -1.14
C  -5.90  -3.20  0.27  -0.88
H  -6.33  -4.17  0.43  0.42
H  -3.90  -3.96  0.24  0.53
O  -1.76  -2.78  -0.02  -0.54
C  -0.37  -2.57  0.00  0.31
C  0.43  -3.79  0.47  -1.92
H  0.15  -4.67  -0.11  0.41
H  0.28  -4.01  1.53  0.46
C  1.87  -3.38  0.15  0.38
H  2.30  -2.88  1.02  0.70
C  2.74  -4.56  -0.27  -0.22
O  2.23  -5.56  -0.76  -0.73
N  4.08  -4.45  -0.12  0.19
C  4.83  -3.32  0.40  -0.84
H  4.21  -2.72  1.06  0.02
H  5.66  -3.72  0.99  0.55
C  5.39  -2.42  -0.71  0.24
C  6.34  -1.34  -0.18  -1.29
H  6.74  -0.80  -1.03  0.48
H  7.18  -1.82  0.32  0.50
C  5.67  -0.34  0.79  0.59
C  5.99  1.09  0.49  -1.17
C  5.41  1.81  -0.46  -0.91
C  4.43  1.24  -1.41  -0.10
C  3.50  2.07  -2.24  -0.79
H  3.30  1.78  -3.26  0.30
H  3.50  3.14  -2.07  0.33
C  2.92  1.23  -1.14  0.51
N  2.25  0.00  -1.45  0.17
C  2.19  -0.97  -0.50  -0.88
O  2.46  -0.73  0.66  -0.51
C  1.76  -2.34  -1.00  0.24
H  2.38  -2.62  -1.86  1.27
C  0.28  -2.31  -1.36  -1.23
H  0.03  -3.14  -2.03  0.50
H  -0.03  -1.38  -1.84  0.60
H  2.08  -0.23  -2.42  0.45
C  2.40  1.91  0.10  -0.04
O  3.10  2.54  0.86  -0.52
N  1.06  1.75  0.31  0.48
H  0.39  1.54  -0.43  -0.45
S  0.36  2.24  1.78  1.34
O  0.34  3.66  1.87  -0.81
O  -0.90  1.56  1.79  -0.70
C  1.45  1.52  2.99  0.01
C  2.33  2.47  3.72  -0.39
C  1.13  1.91  4.40  -0.61
H  0.27  2.55  4.53  0.24
H  1.26  1.17  5.17  0.29
H  2.29  3.50  3.39  0.14
H  3.32  2.13  4.01  0.24
H  1.77  0.53  2.71  0.26
H  4.77  0.32  -1.88  0.61
H  5.64  2.86  -0.57  0.46
H  6.73  1.57  1.13  0.44
H  4.58  -0.45  0.74  -0.76
H  5.97  -0.57  1.81  0.66
H  5.94  -3.04  -1.42  0.56
H  4.57  -1.95  -1.24  -0.31
C  4.90  -5.58  -0.52  -1.16
H  5.45  -5.96  0.34  0.33
H  5.60  -5.29  -1.30  0.31
H  4.24  -6.36  -0.90  0.40
H  -0.14  -1.73  0.68  0.37
H  -0.99  -0.15  -0.40  -0.88
C  -2.42  2.00  -0.72  0.53
N  -1.24  2.27  -1.18  -0.30
C  -1.05  3.60  -1.36  -0.42
C  -2.12  4.36  -1.01  -0.43
S  -3.42  3.39  -0.44  -0.24
H  -2.22  5.43  -1.05  0.52
C  0.24  4.10  -1.95  2.00
C  -0.01  4.66  -3.35  -1.74
H  -0.45  3.91  -4.00  0.41
H  -0.68  5.51  -3.31  0.34
H  0.93  4.99  -3.80  0.45
C  0.87  5.15  -1.04  -1.37
H  0.96  4.78  -0.03  0.21
H  0.27  6.06  -1.03  0.48
H  1.87  5.41  -1.41  0.36
H  0.91  3.24  -2.03  -0.64
C  -7.04  0.40  -0.12  -1.76
H  -6.43  1.28  -0.27  0.35
H  -7.63  0.50  0.79  0.32
H  -7.74  0.29  -0.95  0.30
H  -8.53  -4.03  -0.32  0.35
H  -8.40  -3.78  1.44  0.35
H  -9.78  -3.10  0.55  0.27

Output
Spin multiplicity = 1
HOMO level = -7.9 eV
Lowest unoccupied orbital energy = 0.09 eV
Energy above the lowest of the compared OMol25 structures with the same formula, charge and spin = 2.0 kcal/mol
Orbital gap = 8.0 eV